Record 1
{"formula": "H10NaO5", "method": "ωB97M-V with the def2-TZVPD basis set", "e_homo_ev": -15.4, "gap_ev": 12.2, "lumo_energy_ha": -0.1177, "energy_ha": -544.36858, "charge": 1, "elements": ["O", "H", "H", "H", "H", "O", "H", "Na", "H", "H", "H", "O", "H", "O", "O", "H"], "positions_angstrom": [[-26.61091, -8.62856, 27.49643], [-27.66825, -12.71324, 28.60988], [-23.46008, -11.70125, 31.30468], [-26.76835, -8.70244, 26.54578], [-26.72301, -7.68887, 27.69766], [-26.94954, -12.12522, 28.34193], [-26.98257, -10.91778, 31.92449], [-25.69896, -10.17348, 29.42622], [-23.12862, -10.25943, 30.86476], [-23.72818, -8.65682, 27.68968], [-27.27478, -11.68394, 27.54458], [-23.70553, -9.34811, 28.36477], [-23.15355, -10.05350, 27.99634], [-27.01250, -10.09756, 31.41381], [-23.86188, -10.87672, 31.00138], [-27.62290, -9.52108, 31.89066]], "forces_ev_per_a": [[0.073, 0.101, 0.048], [0.167, 0.094, -0.008], [-0.056, 0.180, -0.030], [0.004, 0.036, 0.182], [-0.073, -0.198, -0.087], [-0.033, 0.383, -0.078], [0.013, 0.217, -0.023], [-0.042, -0.115, 0.048], [-0.136, -0.173, 0.111], [-0.001, -0.139, 0.118], [-0.011, -0.233, 0.127], [0.032, -0.237, -0.117], [-0.049, 0.252, 0.066], [-0.064, -0.110, -0.001], [0.069, 0.029, -0.251], [0.107, -0.088, -0.104]]}

Record 2
{"formula": "H10NaO5", "method": "ωB97M-V with the def2-TZVPD basis set", "e_homo_ev": -14.7, "gap_ev": 10.8, "lumo_energy_ha": -0.1450, "energy_ha": -544.30463, "charge": 1, "elements": ["H", "H", "Na", "H", "O", "O", "H", "O", "O", "H", "H", "H", "O", "H", "H", "H"], "positions_angstrom": [[21.07235, 14.04095, -12.79790], [18.07314, 12.61917, -6.29732], [20.99735, 14.99838, -8.71848], [24.63170, 16.17088, -7.47337], [20.68755, 13.55098, -12.07120], [18.73525, 12.58511, -6.98774], [20.82670, 16.64421, -4.96953], [24.63682, 15.51002, -8.16581], [19.33834, 18.20130, -9.51780], [18.56687, 18.28995, -10.07744], [19.88864, 18.95012, -9.74731], [22.18715, 16.09833, -4.59122], [21.48506, 16.00194, -5.23466], [20.99094, 12.65237, -12.20031], [25.54434, 15.20787, -8.20248], [18.37765, 11.97556, -7.63334]], "forces_ev_per_a": [[0.059, 0.166, -0.259], [-0.142, 0.049, 0.260], [-0.017, 0.010, 0.102], [0.040, 0.202, 0.198], [-0.052, 0.224, 0.525], [0.363, 0.302, -0.245], [-0.220, 0.176, 0.116], [-0.495, -0.051, -0.122], [0.233, -0.450, 0.191], [-0.280, 0.007, -0.130], [0.158, 0.258, -0.023], [0.223, -0.055, 0.185], [-0.043, -0.143, -0.501], [0.034, -0.307, -0.059], [0.249, -0.153, -0.087], [-0.110, -0.235, -0.151]]}

Record 3
{"formula": "H10O4S", "method": "ωB97M-V with the def2-TZVPD basis set", "e_homo_ev": -9.6, "gap_ev": 3.1, "lumo_energy_ha": -0.2361, "energy_ha": -704.79607, "elements": ["S", "H", "H", "O", "H", "H", "O", "H", "H", "H", "H", "H", "O", "O", "H"], "positions_angstrom": [[-2.39950, -0.31814, -0.40584], [2.44519, -0.51265, -0.84362], [3.25212, -0.38080, 0.78616], [-2.25096, 1.92578, 1.40150], [-2.60293, 1.11347, 0.91231], [1.18024, -1.52486, 1.00915], [2.29580, -0.06841, -1.87933], [-2.94483, 2.01935, 2.08864], [-0.51828, 1.68843, -0.65672], [2.25809, -0.64558, -2.69549], [-0.31140, -1.77836, 0.41688], [-0.07015, 1.46313, -0.15707], [0.23818, -1.82442, 1.22939], [2.44041, -0.82619, 0.44052], [-3.01197, -0.33074, -1.64649]], "forces_ev_per_a": [[0.084, -1.104, -1.290], [-0.759, 0.161, -0.843], [-0.986, -0.526, -0.048], [-1.570, -1.293, 0.114], [0.699, 1.991, 1.033], [-0.605, -0.253, -0.144], [0.071, -0.813, -0.614], [0.709, 0.230, -0.391], [-1.042, 0.501, -1.165], [0.241, 0.587, 1.828], [0.830, 0.063, 0.612], [1.011, -0.581, 1.120], [-0.361, 0.217, -0.498], [1.197, 0.654, -0.453], [0.480, 0.168, 0.738]]}